No. 1
8
Properties=species:S:1:pos:R:3:forces:R:3 method="wB97M-V/def2-TZVPD" spin_multiplicity=1 relative_energy_kj_mol=21.26 max_force_ev_per_a=3.1 smiles=CF.O
F -0.845946 0.544301 -0.007614 -1.8 1.1 -1.0
C 0.159162 0.665826 0.867860 1.9 -0.6 2.5
H -0.144798 0.054597 1.734243 0.4 0.3 -0.1
H 0.389499 1.685380 1.220069 -0.5 -0.2 -0.6
H 1.073671 0.228976 0.432603 -0.2 0.2 0.2
O 0.136321 -1.140922 -1.600181 -0.7 -0.3 0.2
H -0.014985 -0.526529 -0.846610 -0.1 -1.1 -1.5
H -0.752925 -1.511629 -1.800370 1.0 0.5 0.3

No. 2
11
Properties=species:S:1:pos:R:3:forces:R:3 method="wB97M-V/def2-TZVPD" spin_multiplicity=1 relative_energy_kj_mol=39.33 max_force_ev_per_a=3.9 smiles=CS[Si](O)(O)F
C -1.880538 0.405871 -1.056690 -1.0 -0.2 1.7
O 0.552526 -0.236265 1.979255 -2.4 -0.1 2.9
O 2.267453 -1.063735 0.486407 -0.4 -0.7 0.0
F 1.123811 1.146821 -0.086249 -0.4 -0.1 -0.4
Si 0.813958 -0.332413 0.467516 -0.2 0.3 -3.4
S -1.012035 -1.104386 -0.622662 1.3 -1.1 1.0
H -1.270640 0.781553 -1.755805 2.0 2.0 -2.7
H -1.809069 1.036110 -0.195715 -0.5 0.6 0.4
H -2.882857 0.412379 -1.509865 0.2 -0.9 0.7
H 1.248028 0.026716 2.548459 0.9 0.3 0.9
H 2.849361 -1.072650 -0.254650 0.5 0.0 -0.8